ORCA calculation (ωB97M-V/def2-TZVPD) on a cluster of 2 separate species, C9H14N2O in total.

```
! wB97M-V def2-TZVPD RIJCOSX def2/J DEFGRID3
* xyz 0 1
C 3.869 -0.420 -0.063
C 2.881 -0.894 -0.886
C 3.590 0.438 0.974
C 1.557 -0.530 -0.757
C 2.283 0.872 1.131
C 1.262 0.374 0.290
C -1.916 2.249 -0.611
C -0.832 1.168 -0.735
C -0.051 1.047 0.533
N -1.694 -2.126 0.154
N -2.120 -1.965 1.578
O -0.416 1.539 1.589
H 4.852 -0.774 -0.190
H 3.088 -1.485 -1.661
H 4.348 0.769 1.546
H 0.844 -0.846 -1.339
H 2.117 1.534 1.834
H -2.643 1.929 0.298
H -1.560 3.167 -0.313
H -2.539 2.178 -1.558
H -0.286 1.529 -1.633
H -1.370 0.135 -1.037
H -2.236 -2.790 -0.356
H -0.723 -2.478 0.052
H -1.550 -2.512 2.212
H -1.976 -0.976 1.731
*
```

Output
SMILES: CCC(=O)c1ccccc1.NN
ΔE to the lowest compared entry with this formula, charge and spin, kJ/mol: 240.01
Kohn-Sham gap, eV: 9.9
DFT total energy, eV: -14585.0943
LUMO, eV: 0.354
Strongest force on any atom, hartree/bohr: 0.127

---

ORCA calculation (ωB97M-V/def2-TZVPD) on a cluster of 2 separate species, C9H14N2O in total.

```
! wB97M-V def2-TZVPD RIJCOSX def2/J DEFGRID3
* xyz 0 1
C 3.591 2.470 1.219
C 2.475 1.721 0.547
C 1.809 0.597 0.840
C 0.749 1.271 -1.064
C 1.754 2.328 -0.614
C -3.511 -2.974 0.965
C -2.625 -2.509 -0.142
C -1.343 -1.334 -1.546
C -1.962 -1.196 -0.200
H 3.980 1.852 2.038
H 3.278 3.448 1.609
H 4.405 2.719 0.515
H 1.952 -0.079 1.665
H -0.270 1.666 -1.205
H 1.068 0.712 -1.969
H 2.457 2.586 -1.433
H 1.260 3.263 -0.302
H -4.540 -3.123 0.586
H -3.175 -3.933 1.389
H -3.535 -2.225 1.768
H -0.721 -0.533 -1.895
H -1.212 -1.102 0.623
H -2.659 -0.322 -0.102
N -2.395 -3.168 -1.229
N -1.538 -2.486 -2.103
O 0.706 0.354 0.043
*
```

Output
SMILES: CC1=NN=CC1.CC1=COCC1
ΔE to the lowest compared entry with this formula, charge and spin, kJ/mol: 228.36
Kohn-Sham gap, eV: 9.2
DFT total energy, eV: -14585.2151
LUMO, eV: 0.681
Strongest force on any atom, hartree/bohr: 0.043

---

ORCA calculation (ωB97M-V/def2-TZVPD) on a cluster of 2 separate species, C9H14N2O2 in total.

```
! wB97M-V def2-TZVPD RIJCOSX def2/J DEFGRID3
* xyz 0 1
C -0.672 2.008 1.053
C 0.209 0.897 0.866
C 0.247 0.232 2.285
C -0.622 1.120 3.123
C -1.687 1.596 2.149
C -0.518 -0.953 -2.380
C 0.112 0.363 -2.478
C 1.191 0.529 -1.699
C 0.869 -1.288 -0.237
H -0.106 2.801 1.569
H -1.195 2.307 0.167
H 1.254 1.303 0.737
H 0.080 0.124 0.043
H 1.224 -0.170 2.787
H -0.394 -0.779 2.128
H -0.238 2.250 3.399
H -0.845 0.493 4.119
H -2.191 2.289 2.700
H -2.224 0.548 1.869
H -0.354 -2.643 -1.143
H -0.191 1.183 -3.171
H 1.475 1.593 -1.722
H 2.396 0.021 0.068
N -0.073 -1.688 -1.245
N 1.516 -0.132 -0.536
O -1.289 -1.471 -3.135
O 0.844 -1.730 0.988
*
```

Output
SMILES: O=c1cc[nH]c(=O)[nH]1.C1CCCC1
ΔE to the lowest compared entry with this formula, charge and spin, kJ/mol: 607.40
Kohn-Sham gap, eV: 9.5
DFT total energy, eV: -16629.7834
LUMO, eV: 0.208
Strongest force on any atom, hartree/bohr: 0.160

---

ORCA calculation (ωB97M-V/def2-TZVPD) on a structure of composition C9H14N2PSm.

```
! wB97M-V def2-TZVPD RIJCOSX def2/J DEFGRID3
* xyz 0 6
C -1.422 1.550 -2.489
C -0.978 0.901 -3.611
C -0.583 -0.468 -3.694
C -0.918 -1.422 -2.663
C -1.375 -1.050 -1.431
Sm 0.302 0.386 -1.550
P -0.688 2.829 -0.187
H -1.796 2.590 -2.594
H -0.820 1.508 -4.517
H -0.103 -0.793 -4.630
H -1.669 -1.776 -0.654
H -0.708 -2.468 -2.949
H -1.651 2.678 0.856
H -1.340 3.929 -0.791
H 0.290 3.645 0.473
C 1.471 -2.518 3.211
N 1.144 -1.261 2.540
C 0.994 -0.027 3.177
C 0.764 0.895 2.192
N 0.747 0.243 0.947
C 0.977 -1.058 1.212
H 2.503 -2.494 3.599
H 0.780 -2.678 4.052
H 1.368 -3.338 2.491
H 1.066 0.085 4.248
H 0.601 1.963 2.291
H 1.044 -1.852 0.473
*
```

Output
Kohn-Sham gap (alpha / beta), eV: 5.8 / 5.8
DFT total energy, eV: -39726.6013
LUMO (alpha / beta), eV: -0.084 / -0.075
Strongest force on any atom, hartree/bohr: 0.045

---

ORCA calculation (ωB97M-V/def2-TZVPD) on the ion C9H14N3 with charge +1.

```
! wB97M-V def2-TZVPD RIJCOSX def2/J DEFGRID3
* xyz 1 3
C 3.068 -0.170 -0.134
C 2.701 1.228 -0.109
C 2.159 -1.195 -0.033
C 1.365 1.518 0.036
C 0.828 -0.872 -0.093
C 0.443 0.472 -0.001
C -0.161 -1.985 0.095
C -1.621 -1.619 -0.244
C -1.965 -0.294 0.541
N -1.345 1.224 -1.311
N -1.400 2.032 0.819
N -1.058 0.915 0.063
H 4.181 -0.327 -0.156
H 3.424 2.035 -0.253
H 2.496 -2.225 0.156
H 1.103 2.638 0.050
H 0.044 -2.949 -0.405
H -0.107 -2.286 1.167
H -1.797 -1.392 -1.322
H -2.389 -2.285 0.075
H -3.017 0.009 0.474
H -1.904 -0.686 1.608
H -0.649 0.677 -1.857
H -2.243 0.953 -1.555
H -0.693 2.758 0.553
H -1.460 1.826 1.835
*
```

Output
ΔE to the lowest compared entry with this formula, charge and spin, kJ/mol: 508.05
Kohn-Sham gap (alpha / beta), eV: 6.4 / 6.8
DFT total energy, eV: -14017.1409
LUMO (alpha / beta), eV: -2.651 / -6.688
Strongest force on any atom, hartree/bohr: 0.119

---

ORCA calculation (ωB97M-V/def2-TZVPD) on a cluster of 3 separate species, C9H14N3O in total.

```
! wB97M-V def2-TZVPD RIJCOSX def2/J DEFGRID3
* xyz 1 1
C 3.496 1.532 -1.239
C 4.020 0.716 -0.264
C 2.188 1.806 -1.241
C 1.983 0.869 1.059
C 3.253 0.358 0.842
C 1.411 1.520 -0.086
C 3.604 -0.837 1.637
C -5.116 -0.755 1.172
C 0.028 1.449 0.053
N -1.062 1.192 0.330
N -0.654 0.353 -2.502
N -4.032 0.088 0.940
O -6.133 -0.337 1.573
H 4.058 1.738 -2.122
H 5.012 0.357 -0.322
H 1.688 2.301 -1.961
H 1.422 0.521 1.951
H 4.362 -1.534 1.172
H 4.010 -0.393 2.527
H 2.681 -1.378 1.932
H -0.716 0.882 -3.446
H -4.987 -1.793 0.910
H -0.769 1.158 -1.887
H 0.361 -0.003 -2.427
H -2.060 0.896 0.439
H -3.404 0.226 1.847
H -4.448 1.104 0.665
*
```

Output
ΔE to the lowest compared entry with this formula, charge and spin, kJ/mol: 165.74
Kohn-Sham gap, eV: 8.5
DFT total energy, eV: -16068.0352
LUMO, eV: -4.697
Strongest force on any atom, hartree/bohr: 0.106

---

ORCA calculation (ωB97M-V/def2-TZVPD) on a cluster of 2 separate species, C9H14N4 in total.

```
! wB97M-V def2-TZVPD RIJCOSX def2/J DEFGRID3
* xyz 1 2
C 1.396 1.986 -0.981
C 1.430 1.110 -4.394
C 1.242 1.426 -2.313
C 0.417 0.294 -2.658
N 1.824 1.887 -3.434
N 0.470 0.170 -3.974
H 1.650 1.268 -5.444
H 0.288 -0.723 -4.426
H -0.183 -0.248 -1.938
H 1.899 2.947 -0.946
H 1.962 1.328 -0.313
H 0.424 2.182 -0.519
C -0.308 0.335 2.434
C 0.745 -0.090 3.460
C -0.996 -0.856 1.804
C -2.038 -0.821 0.926
C -1.671 -2.883 1.558
N -0.761 -2.163 2.148
N -2.441 -2.138 0.725
H -1.028 0.994 2.904
H 0.216 0.851 1.623
H 0.899 0.708 4.178
H -2.570 -0.072 0.363
H -1.723 -3.951 1.668
H -3.418 -2.302 0.526
H 1.757 -0.220 3.056
H 0.519 -1.021 3.967
*
```

Output
ΔE to the lowest compared entry with this formula, charge and spin, kJ/mol: 0.00
Kohn-Sham gap (alpha / beta), eV: 7.2 / 3.5
DFT total energy, eV: -15511.9709
LUMO (alpha / beta), eV: -4.091 / -7.765
Strongest force on any atom, hartree/bohr: 0.031

---

ORCA calculation (ωB97M-V/def2-TZVPD) on a structure of composition C9H14N4O9OsP2.

```
! wB97M-V def2-TZVPD RIJCOSX def2/J DEFGRID3
* xyz 2 5
Os -0.297 1.048 -0.486
O 3.837 1.194 1.089
P 2.554 0.477 0.628
O 3.056 -0.831 -0.008
O 1.709 1.309 -0.353
O 1.630 0.113 1.833
P 0.589 1.138 2.663
O 1.537 2.424 2.786
O 0.171 0.530 3.904
O -0.442 1.510 1.560
H 3.745 2.038 1.558
H 1.692 2.664 3.715
C -5.041 1.292 -0.453
O -4.109 2.429 -0.496
C -2.851 2.215 -0.578
O -2.332 1.055 -0.624
N -2.096 3.325 -0.624
N -0.692 3.172 -0.643
H -6.018 1.754 -0.506
H -4.901 0.772 0.490
H -4.856 0.652 -1.309
H -2.509 4.240 -0.507
H -0.298 3.541 0.225
H -0.309 3.680 -1.439
N -0.776 -3.052 -0.148
C -1.157 -1.779 -0.136
N -0.154 -0.987 -0.516
C 0.936 -1.832 -0.769
C 2.316 -1.479 -1.161
C 3.110 -2.697 -1.490
C 2.671 -3.968 -1.256
C 1.391 -4.244 -0.752
C 0.551 -3.117 -0.545
H -1.366 -3.834 0.097
H -2.141 -1.440 0.141
H 2.360 -0.741 -1.963
H 4.101 -2.521 -1.887
H 3.331 -4.796 -1.477
H 1.057 -5.253 -0.561
*
```

Output
ΔE to the lowest compared entry with this formula, charge and spin, kJ/mol: 69.16
Kohn-Sham gap (alpha / beta), eV: 8.2 / 7.3
DFT total energy, eV: -54983.1786
LUMO (alpha / beta), eV: -5.744 / -8.351
Strongest force on any atom, hartree/bohr: 0.010

---

ORCA calculation (ωB97M-V/def2-TZVPD) on the ion C9H14N4P with charge +1.

```
! wB97M-V def2-TZVPD RIJCOSX def2/J DEFGRID3
* xyz 1 1
C -0.873 -2.144 1.911
C -1.828 -1.413 2.553
C 2.426 0.480 -2.315
C 2.579 -0.525 -1.420
C -0.868 -0.070 1.027
C 0.742 -1.716 0.051
C 0.481 0.498 -1.169
C -2.610 0.899 2.637
C 0.528 2.164 -2.809
N -0.268 -1.287 0.968
N -1.745 -0.122 2.120
N 1.339 1.267 -2.049
N 1.411 -0.402 -0.484
P -0.439 1.401 0.188
H -0.616 -3.198 1.837
H -2.551 -1.518 3.271
H 3.177 0.553 -3.022
H 3.532 -0.986 -1.168
H 1.700 -2.241 0.428
H 0.255 -2.215 -0.715
H -0.146 -0.223 -1.676
H -2.335 1.994 2.535
H -3.660 0.916 2.143
H -2.841 0.705 3.654
H 0.337 2.997 -2.282
H 1.075 2.365 -3.664
H -0.340 1.623 -3.024
H 1.537 0.198 0.475
*
```

Output
SMILES: CN1C=CN2C[N@H+]3C=CN(C)[C@@H]3P=C12
ΔE to the lowest compared entry with this formula, charge and spin, kJ/mol: 113.22
Kohn-Sham gap, eV: 8.0
DFT total energy, eV: -24798.9908
LUMO, eV: -2.616
Strongest force on any atom, hartree/bohr: 0.079